Below is a structure of composition C23H48CoNOP3S at a distorted geometry, with properties calculated with ωB97M-V/def2-TZVPD.

Geometry as ORCA input:
```
! RIJCOSX wB97M-V def2-TZVPD def2/J DEFGRID3
* xyz 3 5
Co -0.47187 -1.13445 0.10865
P 1.59852 -1.43188 0.45306
P 0.40538 -0.25450 -3.04870
P -0.93407 -1.74549 2.09817
H -5.83561 -3.07546 -2.09615
C -5.84881 -2.75015 -1.04966
C -5.79629 -1.44241 -0.74567
H -5.75903 -0.64913 -1.50161
C 2.28013 -3.11706 0.26675
C 2.79741 -0.37813 -0.44605
C 2.30861 -0.93211 2.09014
C -0.62801 -0.12327 -4.52502
C 1.26225 1.32626 -2.90381
C 1.47255 -1.68973 -3.20721
C -2.73758 -1.93829 2.32543
C -0.50948 -0.41073 3.28804
C -0.19950 -3.16805 3.03324
H -6.13230 -3.52463 -0.31791
H -5.96786 -1.11079 0.29149
H 3.35100 -3.11204 0.50381
H 2.14969 -3.47409 -0.75892
H 1.78564 -3.83217 0.93148
H 3.81341 -0.66498 -0.14141
H 2.60102 0.66131 -0.15383
H 2.71619 -0.45661 -1.53054
H 3.40561 -0.87573 2.01318
H 2.03458 -1.60672 2.91158
H 1.93517 0.08328 2.28828
H 0.03187 0.05297 -5.39552
H -1.30930 0.73440 -4.42330
H -1.22244 -1.02790 -4.72906
H 2.26300 1.26714 -3.35202
H 1.32056 1.59648 -1.84044
H 0.64770 2.07382 -3.41917
H 1.74884 -1.79370 -4.26108
H 0.92813 -2.58662 -2.88639
H 2.39441 -1.64383 -2.62427
H -2.96140 -2.34244 3.32246
H -3.14313 -2.60513 1.55155
H -3.19133 -0.94440 2.21330
H -1.40857 -0.15297 3.85161
H -0.15756 0.48086 2.75407
H 0.25820 -0.75341 3.99199
H -0.90239 -3.44520 3.83221
H 0.75858 -2.91850 3.51242
H -0.05422 -4.03612 2.37738
C -2.52536 -0.83027 -1.64616
C -1.94176 -2.09358 -1.51629
C -2.20789 -3.05150 -2.47679
C -3.12947 -2.79853 -3.48350
C -3.72187 -1.54225 -3.59990
C -3.39322 -0.52806 -2.70923
S -1.99679 0.40983 -0.56163
H -0.24470 -0.25401 -1.72508
H -1.26714 -2.32667 -0.64960
H -1.69376 -3.99820 -2.38892
H -3.40510 -3.60382 -4.16014
H -4.45797 -1.34459 -4.37663
H -3.80210 0.48443 -2.74570
O 0.72310 1.87966 1.04104
C 1.13876 3.03820 1.22643
C 0.76472 3.87005 2.43348
C 1.87748 3.96368 3.45794
C 2.92477 5.02379 3.12183
C 3.70571 4.70867 1.84453
C 2.85409 4.77705 0.58228
N 2.02919 3.59076 0.36119
H 0.51024 4.86382 2.05047
H -0.13079 3.41218 2.86017
H 1.42984 4.21046 4.42026
H 2.36886 2.99338 3.58734
H 2.43438 6.00039 3.02496
H 3.63048 5.11592 3.95518
H 4.50425 5.45458 1.73289
H 4.18656 3.72136 1.92701
H 2.21261 5.67175 0.60347
H 3.51629 4.87481 -0.28205
H 2.00888 3.17901 -0.56136
*
```

Calculated values
Gap between HOMO and LUMO (alpha / beta) ... 8.197 / 4.457 eV
LUMO energy (alpha / beta) ... -8.562 / -12.299 eV
HOMO (alpha / beta) ... -16.76 / -16.76 eV
Energy relative to the best compared isomer or geometry (same formula, charge and spin) ... 0.0 kcal/mol

Below is a structure of composition C23H48GeN3O4Sc, with properties calculated with ωB97M-V/def2-TZVPD.

Geometry as ORCA input:
```
! RIJCOSX wB97M-V def2-TZVPD def2/J DEFGRID3
* xyz 3 2
Sc -0.12918 -0.30979 -0.48609
C -3.55205 0.29736 1.16226
C -2.51667 -0.41653 2.00376
C -2.39893 0.20763 3.38009
C -2.74796 -1.91160 2.09147
O -1.17841 -0.22283 1.31472
Ge 0.33209 0.31642 2.23289
O 1.27249 -1.01514 1.47901
C 2.05798 -1.99910 2.30060
C 3.52527 -1.77395 1.99824
C 1.57132 -3.39029 1.93710
C 1.75960 -1.70609 3.76259
O 0.68936 1.45677 0.86942
C 1.24945 2.82472 1.19166
C 2.03952 3.28582 -0.01590
C 2.15973 2.64339 2.39425
C 0.10204 3.76199 1.51190
H -4.54235 0.13258 1.58707
H -3.37654 1.37271 1.13946
H -3.56207 -0.09046 0.14578
H -3.34592 0.11174 3.91331
H -1.65467 -0.30536 3.99950
H -2.17935 1.27721 3.32454
H -3.70477 -2.10782 2.57569
H -2.78713 -2.36107 1.10012
H -1.97135 -2.40072 2.68099
H 3.73840 -1.86208 0.93493
H 3.85424 -0.79195 2.33924
H 4.12522 -2.52398 2.51470
H 1.88707 -3.68932 0.93805
H 2.00147 -4.11902 2.62399
H 0.48522 -3.46173 2.02226
H 2.05901 -0.68846 4.03887
H 0.70416 -1.87405 4.00209
H 2.33359 -2.36972 4.41092
H 2.85535 2.59838 -0.24742
H 1.39175 3.43003 -0.88538
H 2.49075 4.25538 0.19419
H 2.93597 1.89995 2.20349
H 2.66125 3.58148 2.63549
H 1.59380 2.37797 3.29673
H -0.47479 4.02223 0.62768
H -0.56152 3.34162 2.27156
H 0.50573 4.69060 1.91677
O -1.86620 -1.57022 -1.26710
C -2.93056 -1.25726 -2.24296
C -2.37268 -1.21928 -3.64834
C -1.14821 -0.29734 -3.77536
C -1.41562 1.03980 -3.14429
C -1.93984 2.08837 -3.88140
C -2.33227 3.25451 -3.24197
C -2.19965 3.34021 -1.86388
C -1.64730 2.26956 -1.19181
N -1.24322 1.14156 -1.80515
H -1.95089 -2.50161 -1.03217
H -3.33894 -0.29656 -1.94097
H -3.71156 -2.00699 -2.13112
H -3.17079 -0.86252 -4.30367
H -2.11749 -2.22210 -3.99601
H -0.88831 -0.18082 -4.82700
H -0.28077 -0.77006 -3.30194
H -2.05271 1.98076 -4.95200
H -2.75060 4.07591 -3.80892
H -2.51722 4.21862 -1.31983
H -1.51999 2.29449 -0.11917
N 0.74023 -2.31356 -1.24739
C 2.17322 -2.60043 -1.58505
C 2.80348 -1.54120 -2.46537
C 2.89982 -0.17665 -1.80907
N 1.56975 0.49586 -1.77661
H 0.46300 -3.00102 -0.54421
H 0.18442 -2.54397 -2.06921
H 2.22982 -3.57739 -2.06652
H 2.71915 -2.67064 -0.64861
H 2.28008 -1.46569 -3.42538
H 3.81039 -1.87904 -2.71581
H 3.61070 0.45202 -2.34664
H 3.24977 -0.26298 -0.77755
H 1.26321 0.62995 -2.73911
H 1.69969 1.44078 -1.42099
*
```

Calculated values
Gap between HOMO and LUMO (alpha / beta) ... 9.603 / 6.704 eV
LUMO energy (alpha / beta) ... -8.769 / -11.671 eV
HOMO (alpha / beta) ... -18.37 / -18.37 eV
Energy relative to the best compared isomer or geometry (same formula, charge and spin) ... 0.0 kcal/mol

Below is a cluster of 3 separate species, C23H48N3O2P in total at a distorted geometry, with properties calculated with ωB97M-V/def2-TZVPD.

Geometry as ORCA input:
```
! RIJCOSX wB97M-V def2-TZVPD def2/J DEFGRID3
* xyz 0 3
C -0.56391 -3.32937 6.32603
C 0.37650 -3.82735 5.53769
C 0.16442 -4.27843 4.13008
P 0.30475 -2.76069 3.05007
C 1.58954 -1.62746 3.76854
C 1.01623 -0.33342 4.45091
N -0.40923 -0.11040 4.29268
H -0.29059 -2.48918 6.95153
H -1.56306 -3.73060 6.41741
H 1.39288 -3.88248 5.91268
H 0.94357 -5.00121 3.89233
H -0.81744 -4.71150 3.97455
H 0.90515 -3.23156 1.85681
H 2.23744 -1.34447 2.94402
H 2.16959 -2.16129 4.51337
H 1.26985 -0.35743 5.50571
H 1.52617 0.53310 4.03324
H -0.72309 -0.20336 3.33974
H -0.96159 -0.65391 4.93758
C 0.06568 5.42894 -0.59563
C -0.48665 3.99650 -0.34200
C -1.26116 3.93811 0.98215
C -0.38531 3.87366 2.23162
C 0.64516 2.75916 2.09488
C 1.48759 2.89662 0.82920
N 0.63444 3.01216 -0.39049
O 0.16598 1.84176 -0.67062
C 2.41500 4.11882 0.97712
C 2.43937 1.70720 0.71925
C -1.49535 3.75301 -1.46481
H 1.13564 5.43486 -0.79026
H -0.38637 5.88216 -1.47718
H -0.12571 6.09838 0.24509
H -1.90173 3.04986 0.98145
H -1.93229 4.79665 1.04843
H 0.10097 4.83770 2.40735
H -1.01276 3.68625 3.10496
H 1.29204 2.76039 2.97507
H 0.12951 1.79372 2.09879
H 3.00316 4.27241 0.07048
H 3.11370 3.95830 1.79852
H 1.88742 5.04407 1.19914
H 1.91284 0.75303 0.73552
H 3.12716 1.70702 1.56542
H 3.03229 1.75852 -0.19589
H -1.00373 3.72225 -2.43921
H -2.22435 4.56329 -1.47767
H -2.04913 2.82427 -1.33134
C -0.73635 -3.68032 -4.95519
C -1.43353 -3.18172 -3.65644
C -2.43320 -2.06007 -3.97372
C -1.79643 -0.69378 -4.22099
C -0.84504 -0.33560 -3.08318
C 0.21397 -1.41264 -2.85334
N -0.40128 -2.76242 -2.66365
O -0.90245 -2.82981 -1.47539
C 1.19028 -1.41303 -4.04576
C 1.07089 -1.03252 -1.65167
C -2.24222 -4.37764 -3.15382
H 0.34826 -3.66096 -4.87944
H -0.98825 -4.71801 -5.17185
H -1.02193 -3.09021 -5.82821
H -3.13104 -1.95522 -3.13632
H -3.03663 -2.34530 -4.83803
H -1.27626 -0.68720 -5.18353
H -2.58012 0.06358 -4.29394
H -0.35639 0.61679 -3.29705
H -1.42339 -0.18080 -2.16737
H 1.93763 -2.20110 -3.93567
H 1.72031 -0.46133 -4.09129
H 0.70379 -1.54042 -5.01103
H 0.47618 -0.86931 -0.75509
H 1.59836 -0.10066 -1.84937
H 1.81656 -1.80242 -1.43790
H -1.58913 -5.19868 -2.85271
H -2.89227 -4.73575 -3.95259
H -2.88092 -4.12156 -2.30975
*
```

Calculated values
Gap between HOMO and LUMO (alpha / beta) ... 8.836 / 8.206 eV
LUMO energy (alpha / beta) ... 0.829 / 0.200 eV
HOMO (alpha / beta) ... -8.01 / -8.01 eV

Computed calculated total energy (eV) in order:
-104468.25654 -114487.41921 -42477.86013